Record 1
{
  "formula": "C39H50ClN4O2PSi2Sn",
  "method": "wB97M-V/def2-TZVPD",
  "max_force_ev_per_a": 3.82,
  "total_charge": -2,
  "e_tot_ev": -94709.349,
  "homo_ev": 0.192,
  "gap_ev": 3.39,
  "elements": ["Sn", "C", "Si", "C", "C", "N", "C", "C", "C", "C", "C", "C", "N", "Si", "C", "C", "C", "H", "H", "H", "H", "H", "H", "H", "H", "H", "H", "H", "H", "H", "H", "H", "H", "H", "H", "H", "H", "H", "H", "O", "C", "O", "C", "C", "C", "C", "C", "C", "H", "H", "H", "H", "H", "Cl", "C", "C", "C", "C", "C", "C", "C", "H", "H", "H", "H", "H", "H", "N", "C", "C", "C", "N", "C", "C", "H", "H", "H", "H", "H", "H", "C", "P", "C", "C", "C", "C", "C", "C", "C", "H", "H", "H", "H", "H", "H", "H", "H", "H", "H", "H"],
  "xyz": [[-0.68772, 0.69732, 0.82068], [-1.36402, 4.48029, 3.67067], [-0.00429, 3.74328, 2.52449], [1.70437, 4.23459, 3.10356], [-0.53181, 4.50886, 0.82621], [-0.17988, 1.92965, 2.57865], [0.11399, 1.11633, 3.58926], [0.56064, 1.68369, 4.81525], [1.45332, 0.97713, 5.65272], [1.45524, -0.41737, 5.47841], [0.81444, -1.06664, 4.46071], [0.05137, -0.39244, 3.50054], [-0.48939, -0.98810, 2.41457], [-0.12722, -2.60321, 1.95786], [-0.49785, -3.95982, 3.24927], [-1.22867, -3.02797, 0.53454], [1.67863, -2.65810, 1.48469], [-2.13306, 3.69601, 3.72272], [-1.86486, 5.34344, 3.31143], [-0.97352, 4.65016, 4.66244], [1.64161, 5.06621, 3.84987], [2.51369, 4.41457, 2.37138], [2.04725, 3.37234, 3.71022], [0.03313, 4.14582, -0.03828], [-0.30215, 5.54912, 0.78668], [-1.56540, 4.41612, 0.54952], [0.21316, 2.69942, 4.94311], [2.10415, 1.57425, 6.30750], [1.99335, -0.99244, 6.27849], [0.94158, -2.18700, 4.38909], [-1.53634, -3.70449, 3.60375], [0.22782, -3.95141, 4.14150], [-0.47617, -4.94019, 2.76394], [-2.37018, -3.00757, 0.79597], [-0.93492, -4.06913, 0.35097], [-1.05485, -2.37956, -0.39025], [2.38278, -2.72335, 2.30618], [1.84678, -1.71930, 1.04383], [1.86941, -3.41604, 0.71948], [-2.93931, -0.54350, -0.67771], [-3.57079, 0.13452, 0.14969], [-2.90230, 0.94694, 0.94961], [-5.11148, 0.10055, 0.47526], [-5.63649, 0.60046, 1.68647], [-7.04086, 0.63333, 1.77973], [-7.87587, 0.25255, 0.69000], [-7.26305, -0.23431, -0.49175], [-5.93104, -0.30282, -0.57595], [-4.92849, 0.87606, 2.44970], [-7.54157, 1.05836, 2.68005], [-8.92788, 0.08319, 0.86531], [-7.87725, -0.64174, -1.28784], [-5.45730, -0.87159, -1.39096], [4.74725, -0.63453, 2.60060], [6.16844, 0.12503, 1.93158], [7.36889, -0.10594, 2.51320], [8.56618, 0.39167, 1.96105], [8.43689, 1.13026, 0.79412], [7.19898, 1.39458, 0.14972], [5.99962, 0.90828, 0.75343], [4.72547, 1.11797, 0.21395], [7.34161, -0.58314, 3.50389], [9.57228, 0.25509, 2.47322], [9.38439, 1.49150, 0.33855], [7.21029, 1.93988, -0.79980], [3.85504, 1.00506, 0.80748], [4.52513, 1.49955, -0.76173], [5.08435, 6.33179, -5.44414], [4.68030, 5.26412, -4.66584], [3.47352, 4.63645, -4.90475], [3.07809, 3.67568, -3.99542], [3.86527, 3.12442, -3.12014], [5.08143, 3.61013, -2.96332], [5.49426, 4.73868, -3.71114], [4.47827, 6.55898, -6.23602], [5.95203, 6.81057, -5.20669], [2.85335, 4.84940, -5.70784], [2.07520, 3.27178, -4.03401], [5.65741, 3.19796, -2.12433], [6.48259, 5.14995, -3.48470], [-4.39756, -3.51602, -6.22441], [-2.88968, -3.99572, -5.24664], [-2.70126, -2.37824, -4.46312], [-3.65813, -5.04851, -3.97801], [-4.56208, -6.03756, -4.29684], [-4.90434, -7.01805, -3.32699], [-4.39178, -6.89742, -2.04149], [-3.64759, -5.80132, -1.67450], [-3.22017, -4.91736, -2.62679], [-5.18596, -3.23156, -5.53199], [-4.72305, -4.40179, -6.72766], [-4.18765, -2.73560, -6.98823], [-3.62080, -2.10986, -3.92195], [-2.48160, -1.64333, -5.26187], [-1.83480, -2.37155, -3.78287], [-4.95215, -6.10583, -5.33476], [-5.60696, -7.79700, -3.52506], [-4.69185, -7.64397, -1.30676], [-3.43686, -5.55602, -0.60192], [-2.58297, -4.13488, -2.16229]],
  "forces_ev_per_angstrom": [[0.15, -0.43, 0.82], [0.56, -1.56, -0.13], [-1.28, -1.16, -0.26], [0.61, 0.02, 0.83], [1.12, -1.25, -0.14], [-1.37, 1.72, -3.13], [0.52, -2.32, 2.92], [0.29, -1.06, -0.91], [-1.47, 0.05, -0.54], [2.11, 0.90, 2.63], [-0.84, -1.39, -0.46], [1.72, 2.64, 0.67], [-1.03, 0.98, -1.63], [0.22, 0.27, 0.65], [0.09, 0.82, 1.14], [-1.57, 0.35, -0.89], [-0.55, -1.16, 0.03], [0.17, 0.06, 0.16], [-0.20, 1.07, -0.45], [-0.03, 0.14, 0.47], [0.09, -0.34, -0.74], [-0.63, 0.07, 0.17], [-0.08, 0.31, -0.36], [0.07, -0.41, 0.11], [0.17, 1.09, 0.51], [-0.68, -0.28, 0.22], [0.74, 0.36, 0.30], [-0.52, -0.79, 0.27], [-0.21, 0.32, -1.15], [-0.29, 1.55, 0.13], [0.89, -0.57, -0.07], [-1.22, -0.16, -1.36], [-0.11, 0.02, 0.14], [2.11, 0.06, -0.45], [-0.24, -0.02, -0.49], [-0.31, -0.94, 1.18], [0.05, -0.27, 0.15], [0.46, 1.37, -0.80], [0.23, -0.10, 0.17], [-2.19, 0.08, 0.09], [2.10, 0.46, 1.80], [-1.29, -0.59, -0.31], [1.44, 0.59, -0.56], [-0.48, -0.72, -1.75], [-0.73, 0.56, -0.14], [1.81, -0.66, 0.54], [-2.90, 0.22, 1.09], [2.35, -1.05, -0.18], [-0.15, 0.24, 0.23], [0.54, -0.60, -0.60], [-0.20, 0.52, -0.16], [-0.07, 0.10, 0.02], [-0.08, 0.75, 0.15], [-0.04, -0.01, 0.37], [0.07, 0.02, 0.05], [0.51, -0.01, 1.25], [0.85, -0.18, 0.96], [-0.07, 0.57, -1.57], [2.29, -0.65, 1.08], [-2.07, 0.47, -1.60], [1.02, 0.05, 0.34], [0.26, -0.15, -0.57], [-1.48, 0.15, -0.72], [-0.73, -0.06, 0.12], [-0.23, -0.15, 0.41], [-0.60, -0.51, 0.45], [0.35, 0.51, -0.58], [-0.23, 0.13, -0.26], [0.20, 0.44, -1.39], [0.26, -0.48, 1.61], [-0.56, -0.25, -1.37], [0.27, -0.87, 1.63], [0.02, 1.45, -0.19], [1.39, -1.36, 2.19], [0.93, 0.28, 0.67], [-0.76, -0.21, -0.58], [-1.13, 0.83, -1.31], [-0.17, -0.09, -0.18], [0.04, 0.05, -0.60], [-0.32, 0.06, -0.22], [0.43, 0.03, -0.03], [-0.13, 0.15, -1.07], [0.47, 0.46, 0.60], [0.88, 1.02, 1.19], [-0.45, -1.34, -0.13], [0.70, 1.43, -0.22], [-1.20, -0.89, 0.00], [0.23, 0.27, 1.38], [0.14, 0.62, -0.01], [-0.12, 0.35, -0.05], [-0.37, -0.49, -0.60], [-0.07, -0.46, 0.66], [0.39, 0.17, -0.07], [-0.21, -0.35, 0.39], [-0.43, 0.12, -0.09], [0.24, -0.05, 0.88], [-0.22, -0.44, -0.36], [0.09, 0.20, -0.03], [0.04, -0.60, -1.09], [-0.38, -0.12, -1.26]]
}



Record 2
{
  "formula": "CH5BO2",
  "method": "wB97M-V/def2-TZVPD",
  "max_force_ev_per_a": 7.58,
  "e_tot_ev": -5891.136,
  "homo_ev": -10.721,
  "gap_ev": 10.99,
  "smiles": "CB(O)O",
  "elements": ["C", "B", "O", "O", "H", "H", "H", "H", "H"],
  "xyz": [[0.26932, 1.17805, 0.38067], [-0.26702, -0.26776, 0.02796], [1.01485, -1.18722, -0.17437], [-1.43996, -0.77072, -0.04928], [1.15820, 1.00964, 0.96061], [-0.55086, 1.66688, 0.79835], [0.66135, 1.79739, -0.55985], [0.77660, -1.81609, -0.85696], [-1.62249, -1.61017, -0.52713]],
  "forces_ev_per_angstrom": [[0.55, -0.40, -3.06], [7.53, -0.63, -0.53], [-3.12, 1.94, 0.06], [-3.83, -1.53, -1.00], [0.10, 0.30, 0.74], [-0.81, 1.53, 1.22], [-1.09, -1.53, 1.77], [0.19, -0.52, -0.04], [0.48, 0.83, 0.83]]
}



Calculated ΔE to the lowest compared entry with this formula, charge and spin (kJ/mol), listed in the same order as above: 0.00 118.74